[1]
One molecule with the formula C8H17N. Source: OMol25; level of theory: the ωB97M-V functional and the def2-TZVPD basis.

The energy above the lowest of the compared OMol25 structures with the same formula, charge and spin comes out at 34.7 kcal/mol. For the largest force on an atom, the calculation gives 5.0 eV/A. For the HOMO energy, the calculation gives -8.7176 eV. The frontier orbital gap comes out at 9.59 eV. As for the structure (SMILES): C=C(C)CC(C)(C)CN. The value obtained for the total energy is -10060.0149 eV.

Last column: Löwdin charge in e.
Positions of all 26 atoms, in Å:
C: 2.7094 1.1542 0.4844  0.00
C: 1.9857 0.2570 -0.1970  -0.28
C: 2.5692 -1.0623 -0.6008  -0.09
C: 0.3673 0.6876 -0.6698  -0.11
C: -0.6470 -0.1615 0.0139  -0.48
C: -0.7559 -1.5747 -0.5614  -0.07
C: -0.5506 -0.1939 1.5313  -0.06
C: -2.0779 0.7740 -0.5270  -0.19
N: -3.1394 0.8444 0.4412  -0.03
H: 2.2975 2.1104 0.7985  0.05
H: 3.7709 1.0134 0.6888  0.06
H: 2.1869 -1.8739 0.0254  0.07
H: 2.3385 -1.2847 -1.6475  0.08
H: 3.6631 -1.0804 -0.5006  0.08
H: 0.3712 0.5716 -1.7558  0.11
H: 0.2752 1.7405 -0.3911  0.10
H: -1.7320 -2.0098 -0.3215  0.09
H: 0.0033 -2.2433 -0.1494  0.06
H: -0.6400 -1.5824 -1.6489  0.08
H: 0.0129 0.6055 2.0194  0.08
H: -1.5071 -0.1460 2.0587  0.06
H: -0.1117 -1.1127 1.9328  0.08
H: -2.4387 0.2350 -1.4071  0.10
H: -1.8738 1.7899 -0.8768  0.09
H: -4.0938 0.9738 0.1224  0.07
H: -2.9831 1.5682 1.1379  0.07

---

[2]
A 2-piece molecular cluster, C5H9NO overall. Source: OMol25; level of theory: the ωB97M-V functional and the def2-TZVPD basis.

The energy above the lowest of the compared OMol25 structures with the same formula, charge and spin comes out at 55.7 kcal/mol. For the largest force on an atom, the calculation gives 0.4 eV/A. For the HOMO energy, the calculation gives -9.8183 eV. The frontier orbital gap comes out at 10.79 eV. As for the structure (SMILES): [H]/N=C1/CC=CCO1.[H][H]. The value obtained for the total energy is -8866.7964 eV.

Last column: Löwdin charge in e.
Positions of all 16 atoms, in Å:
H: -1.2277 0.3243 3.0174  0.06
N: -0.3647 0.6819 2.6046  0.15
C: -0.3750 0.4894 1.3539  -0.44
C: 0.8031 0.9468 0.5181  -0.12
C: 0.6264 0.7762 -0.9606  -0.12
C: -0.3780 0.0701 -1.4641  -0.10
C: -1.3836 -0.5969 -0.5782  -0.17
O: -1.4561 -0.0638 0.7419  -0.02
H: 0.9865 1.9973 0.7676  0.12
H: 1.6925 0.4052 0.8661  0.12
H: 1.3609 1.2414 -1.6144  0.11
H: -0.4991 -0.0704 -2.5359  0.11
H: -1.1726 -1.6745 -0.5069  0.12
H: -2.3934 -0.4911 -0.9876  0.13
H: 1.8473 -1.6519 -0.6523  0.02
H: 1.9334 -2.3843 -0.5696  0.05

---

[3]
C17H16ClN2O5PtS as an isolated structure. Source: OMol25; level of theory: the ωB97M-V functional and the def2-TZVPD basis.

For the largest force on an atom, the calculation gives 0.7 eV/A. For the HOMO energy (alpha / beta), the calculation gives -12.2761 / -12.2695 eV. The expectation value of S² is 2.01. The frontier orbital gap (alpha / beta) comes out at 9.48 / 6.45 eV. As for the spin multiplicity: 3. The value obtained for the total energy is -57694.4465 eV. Its total charge is +1.

Last column: Löwdin spin population.
Positions of all 43 atoms, in Å:
Pt: -0.1140 -0.8405 2.1231  1.49
O: -3.5750 -2.7203 1.3396  0.02
Cl: -2.3188 -2.1654 1.6440  0.00
O: -1.6833 -2.7498 2.8247  0.06
O: -2.3908 -0.6945 1.8987  0.04
O: -1.3432 -2.2874 0.5348  0.13
O: -0.1169 0.7108 0.5849  0.13
S: -0.1362 0.3562 -0.9312  0.01
C: 0.4057 1.8404 -1.7088  0.01
C: 1.2814 1.7124 -2.7768  0.00
C: 1.7140 2.8619 -3.4262  0.00
C: 1.2832 4.1044 -2.9868  0.00
C: 0.4191 4.2130 -1.8991  0.00
C: -0.0298 3.0778 -1.2501  0.00
C: -1.8423 0.2980 -1.4001  0.00
C: -2.1504 -0.4762 -2.5088  0.00
C: -3.4746 -0.5643 -2.9097  0.00
C: -4.4610 0.0923 -2.1855  0.00
C: -4.1330 0.8483 -1.0664  0.00
C: -2.8126 0.9566 -0.6622  0.00
H: 1.6118 0.7335 -3.1039  0.00
H: 2.3921 2.7841 -4.2656  0.00
H: 1.6225 4.9990 -3.4923  0.00
H: 0.0944 5.1879 -1.5601  0.00
H: -0.6947 3.1519 -0.3999  0.00
H: -1.3718 -0.9982 -3.0539  0.00
H: -3.7375 -1.1603 -3.7732  0.00
H: -5.4959 0.0059 -2.4888  0.00
H: -4.9089 1.3489 -0.5025  0.00
H: -2.5471 1.5223 0.2204  0.00
N: 2.8582 -0.6117 1.0303  0.00
C: 2.8365 -1.4310 2.1036  0.01
C: 3.9771 -2.1468 2.5015  0.00
C: 3.9173 -2.9504 3.6056  0.00
C: 2.7250 -3.0585 4.3356  0.00
C: 1.6443 -2.3608 3.8969  0.02
N: 1.6887 -1.5560 2.7971  0.06
H: 3.7350 -0.4360 0.5737  0.00
H: 2.1143 0.0549 0.8850  0.00
H: 4.8859 -2.0513 1.9230  0.00
H: 4.7966 -3.4984 3.9189  0.00
H: 2.6472 -3.6818 5.2132  0.00
H: 0.6874 -2.4209 4.3972  0.01

---

[4]
C33H23Br2N7O3Pt as an isolated structure. Source: OMol25; level of theory: the ωB97M-V functional and the def2-TZVPD basis.

The energy above the lowest of the compared OMol25 structures with the same formula, charge and spin comes out at 0.0 kcal/mol. For the largest force on an atom, the calculation gives 1.3 eV/A. For the HOMO energy (alpha / beta), the calculation gives -18.1926 / -18.2750 eV. The expectation value of S² is 6.05. The frontier orbital gap (alpha / beta) comes out at 6.95 / 3.39 eV. As for the spin multiplicity: 5. The value obtained for the total energy is -194457.5153 eV. Its total charge is +4.

Last column: Löwdin spin population.
Positions of all 69 atoms, in Å:
Pt: 0.2291 0.1652 0.2581  1.41
Br: -2.3439 0.4751 -0.5848  0.10
C: -3.8486 -0.7460 -0.3591  0.02
Br: -3.2724 -2.5275 0.0772  0.00
H: -4.3779 -0.7567 -1.3045  0.00
H: -4.4542 -0.3566 0.4492  0.00
C: 10.4430 9.5710 -0.3920  0.02
O: 10.4707 8.1357 -0.3112  0.27
C: 9.4345 7.3807 -0.2620  0.13
C: 8.0810 7.8316 -0.2567  0.12
C: 7.0700 6.9173 -0.2002  0.00
C: 7.3370 5.5245 -0.1499  0.21
C: 8.6716 5.0758 -0.1515  0.00
C: 9.7039 5.9726 -0.2056  0.20
C: 6.2066 4.5990 -0.1038  0.18
N: 4.9412 4.9930 -0.0852  0.03
C: 4.2011 3.8764 -0.0520  0.19
C: 5.0521 2.7208 -0.0472  0.21
N: 6.3102 3.2176 -0.0778  0.03
C: 4.5495 1.3963 -0.0364  0.02
C: 5.3374 0.2309 -0.0980  0.05
C: 4.7168 -0.9933 -0.1284  -0.01
C: 3.3231 -1.0364 -0.0726  0.07
N: 2.5675 0.0554 0.0064  0.12
C: 3.1392 1.2629 0.0083  0.08
C: 2.2584 2.4371 0.0053  0.07
N: 0.9314 2.2382 0.0050  0.07
C: 0.1023 3.2822 -0.0762  0.04
C: 0.5499 4.5999 -0.1438  0.00
C: 1.9040 4.8361 -0.1128  0.05
C: 2.7818 3.7428 -0.0436  0.01
H: 11.4775 9.8914 -0.4367  0.00
H: 9.9625 10.0040 0.4880  0.01
H: 9.9134 9.9010 -1.2880  0.01
H: 7.8585 8.8903 -0.2955  0.00
H: 6.0393 7.2446 -0.1944  0.00
H: 8.9109 4.0212 -0.1098  0.00
H: 10.7380 5.6487 -0.2113  0.01
H: 7.1643 2.6789 -0.0912  0.00
H: 6.4180 0.2936 -0.1331  0.00
H: 5.2840 -1.9109 -0.2013  0.00
H: 2.8105 -1.9900 -0.1011  0.00
H: -0.9584 3.0659 -0.0923  0.00
H: -0.1644 5.4075 -0.2250  0.00
H: 2.3125 5.8384 -0.1478  0.00
O: 1.1749 -5.9426 4.8272  0.00
N: 1.3372 -5.6416 3.6730  0.00
O: 1.8757 -6.3047 2.8107  0.00
C: 0.8869 -4.2609 3.2751  0.00
C: 0.6976 -3.3918 4.2897  0.00
C: 0.3478 -2.0317 4.0356  0.00
C: 0.0505 -1.1095 5.0558  -0.01
C: -0.2830 0.1817 4.7216  0.01
C: -0.2755 0.5555 3.3761  0.01
N: 0.0108 -0.3012 2.4114  0.15
C: 0.2879 -1.5890 2.7073  0.01
C: 0.4374 -2.5268 1.6334  0.01
N: 0.2465 -2.0675 0.3774  0.08
C: 0.2241 -2.9011 -0.6455  0.01
C: 0.4311 -4.2707 -0.4756  0.00
C: 0.6871 -4.7613 0.7831  0.00
C: 0.6976 -3.8896 1.8949  0.00
H: 0.8225 -3.7317 5.3094  0.00
H: 0.0652 -1.4240 6.0920  0.00
H: -0.5445 0.9073 5.4785  0.00
H: -0.5195 1.5687 3.0828  0.00
H: 0.0261 -2.4819 -1.6247  0.00
H: 0.3816 -4.9295 -1.3311  0.00
H: 0.8674 -5.8146 0.9177  0.00

---

[5]
One molecule with the formula C11H16O3. Source: OMol25; level of theory: the ωB97M-V functional and the def2-TZVPD basis.

For the largest force on an atom, the calculation gives 11.3 eV/A. For the HOMO energy (alpha / beta), the calculation gives -5.0523 / -9.5553 eV. The expectation value of S² is 2.01. The frontier orbital gap (alpha / beta) comes out at 5.78 / 7.26 eV. As for the spin multiplicity: 3. The value obtained for the total energy is -17802.5563 eV.

Last column: Löwdin spin population.
Positions of all 30 atoms, in Å:
C: -0.5762 1.7955 1.0721  0.73
C: 0.6849 1.7546 1.4084  0.72
C: 0.2388 -1.0256 0.5361  0.01
C: -1.5041 -1.0951 -1.2647  0.01
C: -1.0778 0.9318 -0.0376  0.10
C: 1.7173 0.9843 0.6607  0.11
C: -1.2339 -0.6141 0.1998  0.07
C: 1.0824 -0.0280 -0.3305  0.01
C: -0.0418 0.6668 -1.1552  0.03
C: -2.3067 -1.1645 1.1599  0.01
C: 2.0302 -0.8378 -1.2010  0.00
O: -0.7225 -0.2020 -2.0297  0.01
O: 2.7127 0.4033 1.3999  0.03
O: 0.4433 1.8507 -1.7855  0.01
H: -1.2721 2.3339 1.6527  0.04
H: 1.0415 2.2937 2.1851  0.04
H: 0.5217 -0.9526 1.6661  0.01
H: 0.3551 -2.1128 0.3554  0.00
H: -1.1576 -2.1372 -1.3222  0.00
H: -2.5642 -0.8376 -1.5322  0.00
H: -2.0604 1.2627 -0.5795  0.01
H: 2.3637 1.7030 0.1924  0.04
H: -2.5147 -0.4015 1.9329  0.01
H: -1.8406 -2.1150 1.4680  0.00
H: -3.1641 -1.1337 0.4454  0.00
H: 2.6534 -0.2424 -1.8326  0.00
H: 1.4704 -1.4243 -1.9628  0.00
H: 2.7058 -1.4321 -0.6174  0.00
H: 2.2435 -0.3207 1.8605  0.00
H: -0.2278 2.0969 -2.5447  0.00

---

[6]
One molecule with the formula C19H17N3O3S2. Source: OMol25; level of theory: the ωB97M-V functional and the def2-TZVPD basis.

The energy above the lowest of the compared OMol25 structures with the same formula, charge and spin comes out at 57.8 kcal/mol. For the largest force on an atom, the calculation gives 1.8 eV/A. For the HOMO energy, the calculation gives -8.3428 eV. The frontier orbital gap comes out at 8.61 eV. As for the structure (SMILES): Cc1ccccc1CSc1nnc(NC(=O)[C@H]2COc3ccccc3O2)s1. The value obtained for the total energy is -52261.5745 eV.

Last column: Löwdin charge in e.
Positions of all 44 atoms, in Å:
C: 1.3671 2.6338 0.8810  -0.05
C: 2.3870 2.5714 -0.2142  -0.23
C: 2.0804 3.0901 -1.4674  -0.05
C: 2.9897 3.0618 -2.5081  -0.09
C: 4.2441 2.5116 -2.3094  -0.09
C: 4.5653 1.9902 -1.0716  -0.07
C: 3.6515 2.0090 -0.0233  -0.27
C: 4.0674 1.4130 1.2870  -0.38
S: 4.6381 -0.3213 1.0820  0.93
C: 3.1391 -1.0613 0.6851  -0.94
N: 1.9876 -0.4932 0.7798  -0.04
N: 0.9712 -1.2564 0.4077  0.02
C: 1.3089 -2.4376 0.0255  -0.60
N: 0.4782 -3.4259 -0.4099  0.12
C: -0.9034 -3.4972 -0.4534  -0.39
O: -1.4221 -4.4764 -0.9195  0.13
C: -1.6660 -2.3006 0.0810  -0.21
C: -1.8334 -1.2461 -1.0300  -0.11
O: -2.5422 -0.1367 -0.5462  -0.01
C: -3.6690 -0.4768 0.1632  -0.20
C: -4.6297 0.4995 0.3937  0.00
C: -5.7877 0.1873 1.0789  -0.10
C: -6.0009 -1.1061 1.5293  -0.09
C: -5.0429 -2.0792 1.3219  0.00
C: -3.8668 -1.7706 0.6497  -0.19
O: -2.9299 -2.7614 0.5003  0.03
S: 3.0592 -2.7205 0.0897  1.05
H: 0.4723 3.1424 0.5328  0.08
H: 1.0910 1.6272 1.1905  0.06
H: 1.7540 3.1719 1.7455  0.08
H: 1.1032 3.5223 -1.6278  0.11
H: 2.7208 3.4689 -3.4715  0.10
H: 4.9659 2.4861 -3.1118  0.10
H: 5.5392 1.5490 -0.9089  0.10
H: 4.9397 1.9230 1.6986  0.09
H: 3.2651 1.3935 2.0181  0.07
H: 0.9322 -4.2637 -0.7583  0.15
H: -1.1280 -1.8366 0.9199  0.15
H: -0.8627 -0.8743 -1.3597  0.13
H: -2.3714 -1.7109 -1.8684  0.15
H: -4.4451 1.4940 0.0201  0.12
H: -6.5286 0.9521 1.2529  0.10
H: -6.9113 -1.3560 2.0518  0.10
H: -5.1772 -3.0895 1.6732  0.12